Molecular formula: C3H7NO2
Method: DFT, the ωB97M-V functional and the def2-TZVPD basis

Calculated values
HOMO-LUMO gap   10.616 eV
HOMO   -9.847 eV
SMILES string   NC(=O)CCO
Total charge   0
DFT total energy   -323.755275 a.u.

Structure (XYZ):
```
13
Properties=species:S:1:pos:R:3:nbo_charge:R:1
N 1.50134 -1.22285 0.07748 -0.8370
C 0.17184 -1.35527 -0.21374 0.6767
O -0.24995 -2.21924 -0.96045 -0.6069
C -0.70738 -0.28418 0.41227 -0.5260
C -0.56633 1.04376 -0.34745 -0.0549
O -0.52478 2.08820 0.60933 -0.7226
H 1.84490 -0.56014 0.75338 0.3957
H 2.14857 -1.87403 -0.33863 0.4036
H -0.40791 -0.09576 1.45017 0.2299
H -1.73776 -0.64568 0.40786 0.2372
H 0.35771 1.02477 -0.94579 0.1626
H -1.40604 1.17653 -1.04175 0.1707
H -0.42421 2.92388 0.13732 0.4711
```

Molecular formula: C12H17N
Method: DFT, the ωB97M-V functional and the def2-TZVPD basis

Calculated values
HOMO-LUMO gap   8.544 eV
HOMO   -7.645 eV
SMILES string   CCc1c[nH]c2ccccc12.CC
Total charge   0
DFT total energy   -522.156417 a.u.

Structure (XYZ):
```
30
Properties=species:S:1:pos:R:3:nbo_charge:R:1
C -1.69894 -1.78151 1.46936 -0.6135
C -0.23206 -1.64747 1.81847 -0.4291
C 0.23269 -0.38264 1.14123 -0.0631
C 1.49743 0.11284 1.52183 -0.0461
N 1.66355 1.39475 0.99400 -0.5192
C 0.53692 1.76726 0.33138 0.1555
C 0.14023 3.02525 -0.10342 -0.2618
C -0.99576 3.07247 -0.82694 -0.2039
C -1.94874 2.04964 -1.01658 -0.2515
C -1.57549 0.85660 -0.34833 -0.1640
C -0.36058 0.66631 0.37288 -0.1272
H -2.00643 -2.48410 0.65008 0.2102
H -2.16497 -0.88044 1.21286 0.2081
H -2.35421 -2.17610 2.24228 0.2093
H -0.12409 -1.44739 2.87556 0.2190
H 0.41861 -2.46495 1.50010 0.2184
H 2.30947 -0.51159 1.88447 0.2113
H 2.50151 1.94908 1.00648 0.4096
H 0.78333 3.89962 -0.00569 0.2169
H -1.32667 4.00759 -1.24908 0.2014
H -2.84460 2.13017 -1.61012 0.2228
H -2.34150 0.10650 -0.26159 0.1971
C 1.69208 -3.48501 -2.88334 -0.6203
C 0.79174 -3.00910 -1.74587 -0.6218
H 2.71982 -3.19929 -2.61953 0.2079
H 1.46541 -4.53982 -3.04522 0.2093
H 1.52378 -2.94581 -3.83100 0.2072
H 1.23581 -2.80927 -0.76222 0.2064
H 0.24524 -2.08328 -1.94368 0.2121
H -0.05250 -3.73404 -1.67193 0.1992
```

Molecular formula: C15H17F3N4O4
Method: DFT, the ωB97M-V functional and the def2-TZVPD basis

Calculated values
HOMO-LUMO gap   8.836 eV
HOMO   -8.819 eV
SMILES string   C/C(CC(=O)Nc1cccc(C(F)(F)F)c1)=N/NC(=O)C(=O)NCCO
Total charge   0
DFT total energy   -1401.436641 a.u.

Structure (XYZ):
```
43
Properties=species:S:1:pos:R:3:nbo_charge:R:1
C -1.66311 -4.16636 -0.73848 -0.6609
C -1.67462 -2.94053 0.11207 0.3385
C -2.55564 -1.82181 -0.37125 -0.5794
C -2.06356 -1.34806 -1.74643 0.6952
O -2.55213 -1.75081 -2.77796 -0.6091
N -1.02488 -0.48703 -1.63973 -0.6485
C -0.32064 0.15493 -2.65091 0.2400
C -0.59926 -0.00217 -4.00758 -0.2459
C 0.14882 0.67988 -4.94956 -0.1919
C 1.17791 1.52344 -4.56855 -0.2015
C 1.44999 1.68005 -3.21523 -0.1333
C 2.58060 2.56610 -2.77954 0.9741
F 3.75462 1.90313 -2.72677 -0.3267
F 2.77970 3.60663 -3.60256 -0.3225
F 2.39729 3.08406 -1.55236 -0.3279
C 0.71528 1.00183 -2.25825 -0.2437
N -0.96992 -2.98828 1.16408 -0.2801
N -0.85040 -2.00186 2.10401 -0.4148
C -0.49412 -0.71893 2.02607 0.5667
O -0.37247 -0.01444 1.02517 -0.6780
C -0.21459 -0.16044 3.42404 0.5863
O -0.28956 -0.87178 4.41013 -0.6191
N 0.09808 1.13750 3.39538 -0.5907
C 0.41874 1.92927 4.55943 -0.2613
C 1.87223 2.42044 4.51751 -0.0630
O 2.79886 1.40356 4.78286 -0.7043
H -2.62977 -4.66308 -0.66592 0.2315
H -0.88775 -4.84973 -0.40741 0.2390
H -1.51143 -3.90169 -1.78261 0.2426
H -2.57927 -0.99162 0.33370 0.2384
H -3.56509 -2.21372 -0.50900 0.2562
H -0.70724 -0.26536 -0.69178 0.4432
H -1.40042 -0.65523 -4.31187 0.2547
H -0.07402 0.55160 -5.99733 0.2191
H 1.75944 2.05763 -5.30306 0.2276
H 0.93388 1.12847 -1.20850 0.2319
H -0.75506 -2.38182 3.04964 0.4364
H 0.12780 1.57490 2.48168 0.4254
H -0.25673 2.78760 4.61333 0.2048
H 0.27059 1.29027 5.43350 0.2387
H 2.02459 3.16985 5.29670 0.1898
H 2.07020 2.88536 3.53911 0.1558
H 2.63307 0.65826 4.19422 0.4663
```

Molecular formula: C4H14NS
Method: DFT, the ωB97M-V functional and the def2-TZVPD basis

Calculated values
HOMO-LUMO gap   9.533 eV
HOMO   -12.862 eV
Total charge   +1
DFT total energy   -613.489150 a.u.

Structure (XYZ):
```
20
Properties=species:S:1:pos:R:3:nbo_charge:R:1
C 0.06068 1.41593 -1.91083 -0.4224
N 1.40052 0.85866 -1.50789 -0.7204
H -0.58060 0.61893 -2.26498 0.2350
H -0.33571 1.91957 -1.03337 0.2300
H 0.17701 2.14431 -2.70971 0.2378
H 1.78380 0.39174 -2.33257 0.4281
H 1.19979 0.11043 -0.74719 0.4269
H 2.06407 1.59691 -1.29933 0.4360
C -1.72757 -1.60603 -0.18171 -0.6223
C -1.11039 -0.74557 0.91764 -0.4998
S 0.70005 -0.98173 0.95409 0.1913
C 1.11654 0.00083 2.43019 -0.7345
H -2.81058 -1.50380 -0.18946 0.2423
H -1.52276 -2.64814 0.07367 0.2332
H -1.27651 -1.39574 -1.14909 0.1916
H -1.48009 -0.98828 1.91321 0.2326
H -1.28651 0.32448 0.79401 0.2006
H 0.19376 0.20151 2.96258 0.2411
H 1.72310 -0.57510 3.13228 0.2502
H 1.71142 0.86110 2.14845 0.2228
```